Entry 1:
Below is a 11-piece molecular cluster, C36H63F3N22O16 overall in a non-equilibrium geometry, with properties calculated with ωB97M-V/def2-TZVPD.

Structure (XYZ):
```
140
C36H63F3N22O16 | the Open Molecules 2025 dataset | ωB97M-V/def2-TZVPD
H 4.7690 5.1539 -2.4071
H -2.4162 -2.0110 -3.9588
O -1.5074 -4.2176 -6.2164
O -3.2663 1.2794 3.2199
H -2.7018 2.6085 5.2264
H -7.3962 -3.7840 2.3390
O -6.4181 -0.8103 1.7915
O -1.1432 0.0227 12.4188
H 9.9842 -2.6312 -2.8874
N -7.3487 -2.7824 2.3945
H -2.0223 -5.1746 -9.2017
H 4.2187 -1.3211 6.9644
H 10.7153 -3.0734 -4.3969
F 2.6497 -1.9518 -7.1765
H 4.1094 -1.8978 -3.7034
C -5.6778 0.3867 -4.3032
H -0.5739 2.1030 14.7510
N -5.2856 1.0413 4.2077
H -2.5520 1.7039 1.5365
H -0.6912 4.7134 1.2560
H -1.6123 -1.1951 -2.1814
C -3.5939 0.6520 -2.6150
C -1.7339 -1.7107 -4.8336
H -3.1362 1.4888 12.4256
C 3.1232 2.3243 -0.8971
C -6.1133 0.6007 -1.6037
N -5.6121 -2.7331 0.9214
H -2.6201 2.5082 13.7313
H -9.0116 -0.0963 0.3322
C -1.6261 -4.9846 -7.1622
O 12.9975 -3.4295 -3.5029
O 5.0153 2.8200 -4.5959
C 4.3732 4.0756 -2.3745
H -6.1246 0.2976 -5.3582
O 2.2902 0.8017 1.7514
F 4.4393 -0.5333 -7.5257
C 12.0215 -3.0883 -2.8513
C 0.4819 -1.4849 -3.3111
C 3.1232 -1.6432 -4.2730
H 4.5614 -0.1613 -5.1528
H 4.6939 3.6923 -4.9410
N -3.6420 2.2444 5.2287
H -1.0137 0.4199 10.3806
H -2.1420 -2.2660 -5.7689
C -1.7961 1.0114 0.9724
H 2.9724 -0.0823 3.3437
O -2.2325 3.9248 -0.5135
C -0.1774 -2.1503 -4.6160
C 3.9565 -0.0562 -1.2916
C 2.4702 0.6221 0.5102
H 0.4071 0.7868 14.1919
O -0.9268 0.7025 -5.0740
H 5.3342 -1.3201 5.6367
H 12.9685 -2.9779 -1.0685
H -6.8727 0.6475 -0.7341
O 6.1755 2.3434 -2.6211
H 6.9822 -1.7652 -0.0129
N 3.7058 -0.4388 3.9410
C 3.4270 -0.4087 -5.2637
O -2.9418 1.3424 9.1289
H 10.0470 -0.1712 -0.6428
C -6.4568 -2.0303 1.7077
H 0.4290 -1.8839 -5.5680
N -1.4728 -6.3232 -7.0401
H 2.7747 2.2063 -1.9862
F 2.2830 0.3198 -7.4374
N -2.4466 1.7291 13.1221
H -7.8280 0.3871 -3.2401
C 1.5852 -0.0692 -0.6345
N -0.4385 1.3313 14.1229
H -2.0429 -3.5694 -8.5455
H 1.7985 0.7929 -5.0228
C -6.6872 0.4438 -3.0718
C 4.1362 3.5831 -0.8247
H -0.6117 1.1788 6.9718
N -11.2235 -0.0221 -1.9675
C 0.0443 -0.3227 -0.7913
N -0.8193 0.6118 9.4079
H 8.3663 -0.2365 -1.0716
H -7.9967 -2.2944 2.9927
N 12.0754 -2.8572 -1.5197
C -2.4332 4.8656 0.2373
H -4.9318 -2.2076 0.3928
N -3.2613 0.4574 -5.3164
O 5.1350 -0.4636 -1.5263
N -1.9209 -4.5614 -8.4129
N 10.7981 -2.9111 -3.4056
N 4.4122 -1.1406 5.9917
H -3.7459 6.3899 0.7959
O 2.7450 0.7840 -4.7347
H -1.5660 -6.9691 -7.8034
H 5.1159 3.2730 -0.3088
O 2.2775 -0.4530 5.6940
H -2.4707 0.7629 -2.4015
O 9.9677 -1.9720 1.0579
H 3.6163 4.4917 -0.3115
H -4.2409 2.4439 6.0109
H -4.1761 0.8344 -0.2750
H -10.6973 0.2909 0.4666
N 9.1333 -0.5798 -0.5191
C -1.3308 0.9667 13.1725
H -5.9160 1.2164 4.9696
O -9.0221 -0.5213 -2.1070
H -5.6040 0.4873 3.4250
C -1.9231 -0.1289 -5.0621
H -1.2523 -6.6784 -6.1226
C 9.0194 -1.5708 0.3965
C -0.9702 0.1656 0.3667
N 3.6788 1.0460 -0.2971
H 0.0984 0.4207 9.0467
N -1.5450 5.2455 1.1869
H 4.6152 -0.6053 3.5488
H -12.0308 0.2455 -1.4336
H -11.3214 -0.1748 -2.9592
H 2.7778 -2.6175 -4.7677
H 11.2837 -2.5760 -0.9672
N -9.9145 0.0224 -0.1022
C 3.1655 -0.6662 -6.8245
C 2.0542 -1.2226 -3.1526
H -0.1966 -3.3061 -4.4831
H 2.1826 2.6148 -0.2691
C -9.9907 -0.1949 -1.4358
H -4.2485 5.3611 -0.5067
N -1.5168 1.3560 7.3714
H 3.3213 4.0979 -2.8825
C 3.3921 -0.6635 5.2375
C -4.1053 0.4882 -4.0940
N 7.7736 -2.0817 0.5213
C -1.8299 1.1173 8.6665
H -5.6269 -3.7337 0.8383
C -4.5629 0.7084 -1.3502
H -2.2458 1.7335 6.7853
C -4.0183 1.5065 4.1580
H 7.6458 -2.8222 1.1933
H -3.1995 1.4118 -5.7155
N -3.5619 5.6126 0.1875
C 2.5194 -0.5252 -1.8276
C -0.4635 -1.0324 -2.1323
H -1.6913 6.0161 1.8140
C 5.2513 3.0035 -3.1926
```

## Properties
* SMILES: C#Cc1cc(CCC(=O)Nc2ccccc2)c(C[C@H](O)C(F)(F)F)c2c1C(=O)N(CCCC(=O)O)C2=O.NC(N)=O.NC(N)=O.NC(N)=O.NC(N)=O.NC(N)=O.NC(N)=O.NC(N)=O.NC(N)=O.NC(N)=O.NC(N)=O
* net charge: 0


Entry 2:
Below is C36H65BInN14O3 as an isolated structure in a non-equilibrium geometry, with properties calculated with ωB97M-V/def2-TZVPD.

Structure (XYZ):
```
120
C36H65BInN14O3 | the Open Molecules 2025 dataset | ωB97M-V/def2-TZVPD
H 2.0542 3.3536 -1.9481
C 1.6639 -1.8903 0.5713
H -6.3576 -2.1549 -5.6109
N -0.7284 -1.1388 0.9182
N -7.6756 -6.6796 0.5177
H 1.6098 -2.8170 1.1471
C -5.5721 -4.0777 1.2811
C -4.6562 -3.2092 0.5492
H -5.0234 -4.6469 2.0290
H 4.6506 -1.6685 4.1480
H -2.6409 -7.1353 -3.5517
N -3.1642 -0.1059 8.0477
H -6.3358 -3.4821 1.7766
H -1.9563 -5.5088 -3.3756
H 3.4233 7.0403 -14.3560
O 0.8344 2.0352 4.0078
H -2.0335 -2.7432 6.0754
H -0.4637 2.0192 13.4089
H 1.1851 -1.9519 5.6636
C 0.3963 2.1758 -2.4198
H 5.0236 7.0441 -9.7688
H 0.3276 -1.0654 -0.9579
C 0.5634 7.0981 -2.9390
C 1.1598 3.4110 -2.5682
O -0.2014 -3.5005 5.6685
H 3.5496 -3.8109 4.1783
C -1.4221 1.6584 13.0412
H 7.6751 -5.8679 4.5995
N -5.6939 -5.0182 -4.4808
H -0.3284 8.2774 -1.4561
N -5.5623 0.2917 -3.1199
N -0.1860 1.1967 -2.2702
H 4.9613 8.1198 -11.1686
H -7.8009 -2.6929 -4.7317
H 4.0525 0.3335 0.8627
C 1.1237 1.6563 1.4410
C -3.0400 -0.1063 -3.6602
H 2.9926 7.1378 -6.6197
C 6.4832 -4.2069 5.0587
C -1.8568 -2.8000 3.9619
H -0.0981 -2.6546 -0.3464
H -2.4351 0.6690 -3.1932
H -0.9257 -1.5453 5.4742
C 0.2818 -1.6649 -0.0496
C -7.1351 -7.1231 -0.3945
C -2.1184 -0.3711 8.4445
H 1.9474 -0.2812 4.4618
H -6.4198 -2.0189 -3.8457
O 1.0655 3.9544 2.6091
C -1.5953 -6.4310 -5.2240
C 6.7068 -5.6490 5.0452
H -1.1138 -0.3016 0.4922
H 1.4462 3.5483 -3.6057
H -2.7260 -1.0725 -3.2700
C 5.1069 6.2119 -13.4244
H 1.2763 -4.2299 3.6831
C 4.2120 6.3224 -14.5722
C -4.4518 0.1140 -3.3614
H 1.5358 7.9298 -5.9996
C -1.2518 0.3474 12.4234
H -2.8842 -0.0848 -4.7375
C 3.5749 -1.6840 4.3117
C 3.0132 -2.9754 3.7041
N 0.6697 6.1043 -3.5073
C -2.4487 -6.1943 -4.0634
C 3.3861 8.3543 -9.8091
C 2.8567 -0.3953 3.8680
C -6.1434 -3.9647 -4.5775
H 3.2791 -3.0078 2.6466
C 0.4429 8.3611 -2.2192
H -6.0532 -4.7657 0.5928
H 1.6152 2.1914 4.5465
H 2.6578 8.8269 -7.0375
H 0.2819 4.2754 2.1623
N -0.9235 -6.6200 -6.1370
In 2.5186 -0.1249 1.6679
H -0.7783 -1.7344 9.3017
N 5.8077 6.1208 -12.5183
H 0.9206 -2.5771 3.2841
H -5.7744 -6.9216 -1.9752
H 0.1144 1.3504 1.1508
H -2.1202 1.5849 13.8723
C -1.2307 -2.5881 5.3490
H -0.0606 -0.6020 8.1390
H -1.2362 -3.4220 3.3224
H -0.5252 -0.0466 9.7549
N 2.2830 8.5893 -9.5860
H 0.1773 9.1559 -2.9133
C 3.3229 8.5120 -5.0727
H 0.5584 4.2468 -2.2486
N 3.8970 8.8499 -4.1360
H -1.5064 -1.7892 0.8974
C 1.5240 -3.1958 3.9512
H 6.6856 -6.0347 6.0624
H 4.7713 6.6562 -15.4437
C -6.7153 -2.6277 -4.6988
C -6.4442 -7.6715 -1.5580
C -0.7895 -0.7091 8.9423
H -1.8119 2.3616 12.3078
H 3.4468 -1.7709 5.4019
H 1.7671 -3.5858 6.0630
H -3.3962 -5.7631 -4.3815
H -2.0277 -1.8492 3.4587
H -2.8329 -3.2858 4.0391
H -7.1704 -7.9603 -2.3148
H 5.4297 8.7610 -9.5841
H 1.3929 8.6025 -1.7465
C 2.5833 8.0773 -6.2544
H 3.7647 5.3535 -14.7833
N -3.9254 -2.5427 -0.0351
C 1.1158 -3.0109 5.4014
N 6.3019 -3.0728 5.0744
H 3.5077 0.4346 4.1760
N -1.1269 -0.6837 11.9321
H -5.8656 -8.5448 -1.2640
H 1.4986 2.3166 0.6503
B 1.0133 2.5328 2.7150
H 5.9268 -6.1354 4.4624
C 4.7846 8.0520 -10.0998
H 2.3552 -2.0918 -0.2572
```

## Properties
* net charge: -1
* relative energy (zero: lowest compared OMol25 entry of this formula, charge and spin): 0.0 kcal per mole


What did we get for HOMO? Answer: -0.2935, -0.1497 Eh, in the order shown.
What did we get for molecular weight? Answer: 1117.03, 867.64 g/mol, in the order shown.
What did we get for energy? Answer: -4117.50736, -2617.91757 a.u., in the order shown.